# 1
51
Properties=species:S:1:pos:R:3:forces:R:3:nbo_charge:R:1 method="wB97M-V/def2-TZVPD" charge=+2 gap_ha="0.2377 / 0.2375" homo_energy_ev="-14.21 / -14.21" energy_ev=-39767.3111 spin_multiplicity=1
Nb -0.278 -0.056 0.291 2.825 0.550 -0.577 1.684
C 0.247 0.139 2.971 -1.461 0.038 -0.039 -1.089
Si 1.962 -0.136 2.314 1.645 0.464 0.168 1.790
C 2.808 -1.539 3.157 -0.069 -0.349 -0.158 -1.134
C 2.904 1.471 2.287 -0.005 -0.005 0.110 -1.130
N 1.670 -0.443 0.626 -3.076 0.047 -0.483 -1.038
C 2.581 -0.813 -0.341 0.534 -0.297 -0.726 0.037
C 3.954 -0.982 -0.119 -0.304 0.256 0.321 -0.207
C 4.787 -1.359 -1.158 0.332 -0.071 0.223 -0.177
C 4.280 -1.581 -2.425 -0.011 -0.031 -0.881 -0.179
C 2.908 -1.418 -2.683 0.170 -0.052 -0.305 -0.263
C 2.108 -1.049 -1.625 0.229 -0.139 -0.649 0.393
F 0.698 -0.871 -1.837 0.599 0.336 1.075 -0.355
H 0.342 0.793 3.860 -0.145 -0.121 -0.508 0.319
H -0.288 -0.765 3.282 0.221 0.192 0.039 0.276
H -0.472 0.726 2.309 0.166 0.039 0.590 0.178
H 2.829 -1.375 4.231 0.216 0.115 0.184 0.274
H 3.836 -1.656 2.775 -0.371 0.025 0.321 0.268
H 2.280 -2.488 3.015 0.071 0.067 -0.114 0.258
H 2.823 2.033 3.216 0.017 0.075 0.086 0.263
H 2.496 2.081 1.471 0.101 0.041 0.152 0.239
H 3.974 1.332 2.089 -0.218 -0.034 0.012 0.271
H 4.359 -0.787 0.880 -0.130 -0.109 -0.509 0.225
H 5.853 -1.476 -0.962 -0.295 0.024 -0.115 0.248
H 4.965 -1.848 -3.255 -0.648 0.159 0.659 0.253
H 2.519 -1.559 -3.698 0.023 0.048 0.563 0.264
N -4.380 2.729 -4.079 0.572 -0.057 0.784 -0.776
C -3.572 1.881 -3.380 -1.127 -1.866 -2.909 0.628
O -3.347 0.727 -3.807 -0.067 2.157 1.381 -0.591
C -2.983 2.361 -2.113 0.390 0.531 0.821 -0.150
C -3.218 3.582 -1.458 -0.277 -0.488 -0.332 -0.051
C -2.551 3.823 -0.263 -0.375 0.861 0.257 -0.229
C -1.676 2.893 0.220 1.228 -0.422 0.379 0.082
N -1.401 1.735 -0.411 -0.791 -0.112 -0.330 -0.590
C -2.085 1.481 -1.547 0.539 -0.059 0.315 0.101
H -4.772 2.405 -4.964 0.223 0.231 0.499 0.442
H -4.505 3.688 -3.773 -0.149 -0.404 -0.466 0.398
H -3.939 4.307 -1.856 0.408 -0.254 0.260 0.249
H -2.689 4.738 0.325 -0.048 -0.380 -0.455 0.271
H -1.057 3.057 1.097 -0.357 0.246 0.116 0.221
H -1.887 0.550 -2.066 -0.084 -0.178 -0.145 0.254
C -3.604 -2.334 0.720 -0.771 -0.577 0.098 -0.263
O -2.596 -1.347 0.542 1.627 0.343 -0.355 -0.491
C -1.293 -1.682 0.547 -1.073 -0.069 0.504 0.114
C -0.856 -3.057 0.778 0.606 -0.794 0.148 -0.744
H -3.474 -2.809 1.700 -0.134 -0.012 -0.330 0.203
H -3.587 -3.063 -0.105 -0.028 0.247 0.381 0.212
H -4.521 -1.753 0.707 -0.138 -0.298 -0.010 0.229
H -1.270 -3.461 1.703 -0.209 -0.086 -0.061 0.268
H 0.233 -3.117 0.871 -0.139 0.164 -0.070 0.260
H -1.117 -3.710 -0.061 -0.243 0.009 0.075 0.282

# 2
51
Properties=species:S:1:pos:R:3:forces:R:3:lowdin_spin:R:1 method="wB97M-V/def2-TZVPD" gap_ha="0.2775 / 0.3222" homo_energy_ev="-8.08 / -9.30" s_squared=0.754 energy_ev=-43123.0039 spin_multiplicity=2
O 1.922 1.385 -2.714 -0.083 0.113 0.069 0.000
C 0.972 2.083 -2.481 0.227 0.167 -0.062 0.000
N 1.033 3.438 -2.080 -0.442 -0.532 0.514 0.000
C -0.245 3.909 -1.706 0.175 0.315 0.051 0.000
O -0.468 4.961 -1.166 0.061 -0.306 -0.148 0.000
C -1.204 2.838 -2.102 0.166 -0.197 -0.173 0.000
C -2.579 2.821 -2.054 -0.041 0.030 0.047 0.000
C -3.224 1.655 -2.460 0.036 -0.228 -0.103 0.000
C -4.724 1.577 -2.415 0.232 0.034 -0.224 0.000
S -5.382 1.348 -0.758 -0.158 0.005 -0.007 0.000
O -4.338 1.545 0.203 -0.052 0.009 0.049 0.000
O -6.634 2.046 -0.670 0.121 -0.046 -0.037 0.000
C -2.480 0.548 -2.894 -0.204 0.141 0.080 0.000
C -1.095 0.576 -2.945 0.205 0.018 0.017 0.000
C -0.474 1.742 -2.549 -0.191 0.200 0.054 0.000
H 1.828 3.736 -1.533 0.138 0.227 -0.306 0.000
H -3.135 3.679 -1.697 0.015 -0.014 -0.004 0.000
H -5.202 2.488 -2.780 0.017 -0.024 0.044 0.000
H -5.082 0.735 -3.011 -0.145 0.072 0.058 0.000
H -5.679 0.026 -0.796 0.060 -0.081 0.109 0.000
H -2.990 -0.358 -3.199 -0.081 0.049 0.018 0.000
H -0.519 -0.283 -3.266 -0.018 0.030 0.016 0.000
C 3.664 -2.407 1.343 -0.118 -0.059 -0.002 0.004
C 2.699 -1.400 0.671 0.390 -0.287 0.010 0.025
C 2.760 -0.020 1.342 -0.086 0.178 0.096 0.017
C 2.048 0.066 2.690 0.012 -0.075 -0.046 0.001
C 0.614 -0.443 2.571 0.079 0.211 0.018 0.017
C 0.540 -1.864 2.010 -0.026 -0.385 0.266 0.026
N 1.283 -1.893 0.705 -0.119 0.715 0.140 0.389
O 0.575 -1.476 -0.275 -0.089 -0.228 -0.211 0.510
C 1.101 -2.864 3.029 0.062 -0.018 -0.088 0.003
C -0.906 -2.254 1.738 -0.127 0.049 -0.030 -0.001
C 3.109 -1.247 -0.786 -0.015 0.076 -0.214 -0.001
H 3.159 -3.318 1.651 -0.032 -0.028 -0.020 0.001
H 4.437 -2.712 0.639 0.032 0.099 -0.007 0.000
H 4.161 -1.984 2.217 -0.050 -0.003 0.036 0.000
H 2.309 0.712 0.664 -0.045 -0.067 -0.036 0.002
H 3.812 0.256 1.447 0.018 0.021 -0.024 0.002
H 2.596 -0.492 3.453 -0.013 -0.043 -0.013 0.000
H 2.038 1.105 3.023 0.018 -0.001 0.023 0.001
H 0.115 -0.428 3.543 -0.004 0.001 0.011 0.002
H 0.050 0.225 1.913 -0.007 -0.052 -0.054 0.002
H 1.122 -3.871 2.610 -0.008 -0.004 -0.002 0.001
H 0.444 -2.876 3.900 -0.042 0.017 -0.024 0.000
H 2.097 -2.618 3.384 0.028 0.023 -0.012 0.000
H -1.407 -1.533 1.097 0.034 0.003 -0.017 0.000
H -1.441 -2.303 2.688 0.018 -0.009 0.021 0.000
H -0.961 -3.233 1.260 0.019 -0.004 -0.003 0.000
H 2.984 -2.184 -1.330 0.026 -0.035 0.044 0.000
H 4.162 -0.961 -0.827 0.026 -0.037 0.068 0.000
H 2.535 -0.481 -1.298 -0.026 -0.043 0.007 0.000

# 3
58
Properties=species:S:1:pos:R:3:forces:R:3:lowdin_spin:R:1 method="wB97M-V/def2-TZVPD" gap_ha="0.2301 / 0.2006" homo_energy_ev="-6.37 / -5.57" s_squared=0.787 energy_ev=-109059.1971 spin_multiplicity=2
V 0.321 -0.563 -0.283 -0.130 0.592 -0.462 0.998
S 2.937 -2.843 2.410 -0.226 0.290 -0.193 -0.007
C 3.459 -3.292 0.833 -0.133 0.116 -0.057 -0.006
C 2.738 -2.693 -0.155 0.625 -0.409 0.122 0.001
C 1.705 -1.845 0.314 0.126 -0.069 0.481 -0.011
C 1.706 -1.824 1.700 0.468 -0.366 -0.126 -0.003
C 0.640 -1.174 2.384 -0.135 -0.124 0.480 -0.011
C 0.478 -1.096 3.771 -0.254 0.218 0.013 0.000
C -0.662 -0.519 4.288 0.146 -0.073 -0.151 -0.011
C -1.631 -0.045 3.403 0.049 -0.106 -0.223 -0.003
C -1.405 -0.147 2.047 -0.909 0.392 0.674 -0.002
N -0.295 -0.669 1.525 -0.139 -0.202 1.356 -0.003
H 4.280 -3.978 0.731 0.148 -0.100 -0.044 0.000
H 2.947 -2.864 -1.198 0.043 -0.063 -0.126 0.000
H 1.249 -1.482 4.417 0.106 -0.066 0.050 0.000
H -0.818 -0.436 5.352 0.067 -0.036 0.126 -0.001
H -2.540 0.411 3.763 -0.095 -0.009 -0.020 0.000
H -2.139 0.228 1.344 0.136 -0.034 0.009 0.000
N -1.673 1.040 -3.221 -0.835 -0.379 0.263 0.000
C -0.246 1.318 -2.903 0.502 -0.266 0.586 0.000
C 0.393 2.221 -3.925 0.170 0.047 -0.172 0.000
P -0.440 2.008 -1.185 0.472 1.156 -0.829 0.003
O 1.039 1.796 -0.559 -0.549 -0.340 -0.013 0.007
O -0.838 3.425 -1.245 -0.039 0.154 -0.058 0.000
O -1.422 1.019 -0.600 0.332 -0.645 0.342 0.006
P 0.381 -0.439 -2.971 0.542 0.856 -1.656 0.004
O 1.886 -0.334 -2.410 -0.529 -0.105 -0.036 0.009
O 0.312 -0.837 -4.389 -0.068 0.017 -0.151 0.000
O -0.437 -1.218 -1.971 -0.125 -0.244 0.065 0.025
H -2.197 1.871 -3.506 0.122 -0.113 -0.041 0.000
H -2.011 0.726 -2.262 -0.331 -0.056 -0.631 0.000
H -1.721 0.281 -3.916 -0.287 0.290 -0.017 0.000
H -0.223 3.102 -4.116 -0.002 0.030 0.098 0.000
H 0.557 1.678 -4.857 0.014 0.078 -0.023 0.000
H 1.349 2.576 -3.542 0.035 -0.001 -0.032 0.000
H 1.032 2.209 0.337 0.248 0.220 0.467 0.000
H 2.473 -0.223 -3.163 0.439 0.033 -0.076 0.001
S 0.931 2.449 2.478 0.477 -0.137 0.041 0.000
C -0.477 3.221 2.930 0.479 0.078 0.241 0.000
N -0.506 3.844 4.153 -0.227 -0.045 -0.324 0.000
C -1.555 4.577 4.589 -0.440 0.064 0.011 0.000
C -2.679 4.688 3.831 0.089 0.027 0.110 0.000
C -2.725 4.029 2.581 0.398 -0.090 0.143 0.000
C -1.647 3.311 2.146 -0.564 0.206 -0.007 0.000
H 0.331 3.760 4.719 -0.059 0.006 -0.157 0.000
H -1.450 5.050 5.553 0.052 -0.025 0.041 0.000
H -3.516 5.269 4.182 -0.010 0.058 0.077 0.000
H -3.613 4.109 1.971 -0.047 -0.033 -0.093 0.000
H -1.653 2.809 1.192 -0.017 0.024 -0.047 0.000
C 1.567 -3.738 -3.521 -0.339 0.133 0.135 0.000
Te -0.160 -3.984 -2.248 0.315 -1.535 -0.378 0.002
C 0.080 -6.151 -2.392 -0.071 0.431 0.137 0.000
H 1.286 -3.771 -4.568 -0.116 0.036 -0.038 0.000
H 2.285 -4.522 -3.308 0.017 -0.072 0.195 0.000
H 1.996 -2.771 -3.297 0.189 0.094 -0.039 0.000
H 0.880 -6.500 -1.750 0.144 0.096 0.106 0.000
H 0.285 -6.451 -3.412 -0.027 0.085 -0.207 0.000
H -0.841 -6.618 -2.071 -0.247 -0.082 0.060 0.000